Record 1
A 12-piece molecular cluster, C24H36F6N6O30 overall at a distorted geometry, computed with ωB97M-V/def2-TZVPD.

```
102
Properties=species:S:1:pos:R:3
F -3.289 -0.525 2.343
F 1.856 -2.919 4.875
F 4.493 0.440 -1.700
F 1.567 -1.336 1.107
F -3.141 -0.278 -0.342
F 3.933 -2.249 -2.450
O -1.242 6.202 -2.770
O -2.497 -4.789 -1.444
O 1.763 -1.263 -4.889
O -4.684 4.842 1.124
O 0.328 0.718 -0.491
O -5.185 4.914 3.225
O -1.483 1.582 -3.651
O 3.792 0.801 0.381
O -3.064 -3.495 1.804
O -0.703 4.804 4.656
O 5.773 1.588 0.702
O -2.983 0.041 -3.238
O 0.651 5.074 2.908
O 2.797 2.602 -4.049
O -4.617 -2.203 2.699
O -0.192 -2.085 -4.242
O -2.738 1.524 -1.745
O 1.143 0.010 5.032
O 0.039 4.621 -3.769
O -0.992 1.851 0.909
O -0.195 -4.855 3.557
O 2.993 2.751 -6.185
O -5.191 -4.156 1.579
O -0.539 -3.825 -1.476
O 0.561 -1.578 3.700
O 1.497 -4.548 2.354
O 4.699 0.513 2.440
O -1.135 -0.312 4.729
O -0.434 -0.334 1.252
O 1.850 -2.629 -3.168
N 2.394 2.317 -5.186
N 0.338 -4.919 2.460
N -4.335 4.928 2.304
N -0.726 5.062 -2.881
N 0.332 4.682 4.040
N -1.368 -4.689 -1.787
C 0.353 -1.257 0.560
C 4.732 0.861 1.240
C -2.301 1.117 -2.898
C 1.873 -1.962 3.994
C 3.221 -2.404 -3.578
C -3.394 -1.653 3.077
C -2.363 -2.641 2.656
C 1.358 3.774 4.716
C -0.459 0.846 0.524
C -2.872 5.194 2.628
C -4.380 -3.335 2.032
C -4.133 -0.146 -2.452
C -3.764 0.672 -1.172
C 0.296 -0.641 -0.879
C -0.469 -5.425 1.339
C -0.951 -5.585 -2.927
C 3.017 -1.096 -4.373
C 5.424 2.234 -0.472
C 1.007 1.793 -5.308
C 1.002 -1.909 -4.058
C 2.346 -0.675 4.634
C -0.843 4.131 -1.721
C 4.136 1.405 -0.833
C 0.056 -0.633 4.535
H -0.057 -2.265 0.500
H -2.204 -3.182 3.588
H 3.625 -3.196 -4.208
H -2.352 5.802 1.887
H 3.306 1.983 -1.238
H -4.517 1.203 -0.588
H 1.814 3.145 3.952
H 5.005 3.233 -0.348
H 0.107 -5.789 -2.766
H 0.836 1.255 -4.376
H -1.468 -2.203 2.215
H -0.700 3.118 -2.099
H -0.070 4.235 -0.959
H -0.418 -4.590 0.640
H -2.663 5.845 3.476
H -0.996 -5.158 -3.929
H -0.065 -6.252 0.754
H 0.807 3.210 5.469
H -3.248 -1.373 4.120
H -2.378 4.229 2.744
H -5.016 0.276 -2.933
H 1.104 -0.773 -1.599
H 0.232 2.559 -5.296
H 3.686 -1.038 -5.231
H 6.072 2.226 -1.349
H -1.885 4.222 -1.415
H -1.507 -6.510 -2.773
H -0.658 -0.805 -1.380
H 3.031 -0.241 -3.697
H 2.074 4.454 5.177
H 3.065 -0.832 5.438
H -1.481 -5.648 1.678
H -4.247 -1.217 -2.282
H 0.960 1.055 -6.109
H 2.761 -0.160 3.768
H 2.487 -2.366 3.188
```

Results
* E: -112123.04341 eV
* highest occupied orbital energy: -10.584 eV
* relative energy (zero: lowest compared OMol25 entry of this formula, charge and spin): 4.055 eV
* Kohn-Sham gap: 10.04 eV
* LUMO level: -0.541 eV

Mulliken atomic charge list, values in e, 2 entries: number 1, F, carries -0.1790; number 2, F, carries -0.3544

***

Record 2
C24H36FeIN4O2 as an isolated structure at a distorted geometry, computed with ωB97M-V/def2-TZVPD.

```
68
Properties=species:S:1:pos:R:3
I 2.242 -4.697 -0.316
Fe 0.688 -3.160 -1.438
O -1.580 -3.214 -3.320
O -0.681 1.041 0.957
N 0.490 -0.240 -2.561
N 2.478 -1.040 -2.542
N 0.212 -2.712 1.625
N -1.547 -2.510 0.421
C -1.966 -2.561 1.725
C -0.709 2.205 1.446
C 3.643 -1.892 -2.447
C 2.322 2.324 0.576
C -1.330 4.891 2.039
C -2.505 -2.214 -0.614
C -0.389 4.604 1.043
C -1.513 2.541 2.614
C -3.201 0.679 2.796
C 1.180 -1.380 -2.243
C -1.841 3.862 2.836
C -0.922 0.030 -2.365
C 1.543 -2.719 2.199
C 1.319 0.750 -3.045
C -2.065 1.431 3.495
C 1.124 2.919 -0.167
C -0.862 -2.711 2.480
C -0.395 -3.541 -3.414
C 1.574 4.064 -1.071
C 0.092 -3.940 -4.765
C -0.978 0.454 3.951
C 0.007 3.304 0.793
C 2.567 0.241 -3.034
C -0.181 -2.656 0.315
H -2.474 1.932 4.385
H -2.527 4.096 3.649
H -0.763 -2.757 3.557
H -2.110 -2.502 -1.592
H 0.938 1.708 -3.364
H 1.951 -3.738 2.218
H 2.226 -2.062 1.656
H 2.805 3.094 1.197
H -2.746 -1.138 -0.603
H -3.001 -2.441 1.986
H -1.408 -0.329 4.583
H 2.294 3.686 -1.809
H 3.941 -2.242 -3.452
H 0.725 4.499 -1.612
H -4.042 1.353 2.603
H 4.467 -1.307 -2.009
H -1.179 0.909 -2.968
H 0.390 -3.026 -5.288
H -1.632 5.918 2.222
H -1.545 -0.809 -2.700
H -0.203 0.982 4.517
H 0.708 2.114 -0.790
H 0.039 5.421 0.459
H 2.001 1.494 1.219
H -3.425 -2.783 -0.433
H -1.130 0.286 -1.311
H 1.430 -2.364 3.228
H -3.551 -0.151 3.418
H 0.993 -4.544 -4.701
H 2.066 4.849 -0.479
H 3.494 0.690 -3.337
H -0.670 -4.453 -5.362
H -0.522 -0.002 3.067
H 3.050 1.944 -0.152
H 3.433 -2.770 -1.808
H -2.837 0.288 1.840
```

Results
* E: -78013.30190 eV
* highest occupied orbital energy (alpha / beta): 2.276 / -1.802 eV
* 2S+1: 6
* relative energy (zero: lowest compared OMol25 entry of this formula, charge and spin): 0.000 eV
* Kohn-Sham gap (alpha / beta): 1.00 / 5.99 eV
* charge: -2
* LUMO level (alpha / beta): 3.274 / 4.183 eV

Mulliken atomic charge list, values in e, 2 entries: number 1, I, carries -0.2306; number 2, Fe, carries -1.4735

***

Record 3
C24H36Ge2IrN4S4Sb as an isolated structure at a distorted geometry, computed with ωB97M-V/def2-TZVPD.

```
72
Properties=species:S:1:pos:R:3
Ir -0.053 -0.195 0.224
Sb 3.121 -0.369 1.394
Ge -3.585 -2.245 0.655
Ge -2.561 -0.111 0.028
S 0.780 -0.100 2.276
S 1.958 0.232 -0.735
S 3.616 -2.531 1.308
S 4.377 1.348 2.069
N 0.056 2.559 0.339
N 0.469 5.057 0.314
N 0.720 -4.052 -0.858
N 0.056 -2.160 -0.034
C -4.854 2.538 3.250
C -3.027 -3.760 -0.467
C -4.016 -0.256 -3.924
C -3.159 1.737 -2.202
C -3.549 -0.581 -2.657
C -4.622 1.733 0.994
C 1.265 2.880 1.117
C -3.699 1.853 3.607
C -5.319 2.471 1.944
C -3.006 1.117 2.656
C 0.033 -3.105 0.978
C 0.507 -2.763 -1.128
C -0.936 4.791 0.769
C -4.051 1.069 -4.331
C -3.219 -2.552 2.551
C -3.451 1.054 1.335
C 0.649 4.511 -1.073
C 0.435 -4.289 0.462
C -3.624 2.068 -3.466
C 1.443 4.400 1.253
C 0.248 3.021 -1.044
C -5.509 -1.939 0.460
C -1.086 3.264 0.935
C -3.116 0.409 -1.774
H -3.832 -4.039 -1.148
H 2.441 4.730 0.971
H 1.042 2.428 -1.492
H -3.616 -3.523 2.851
H -5.762 -1.565 -0.533
H -1.130 3.001 1.991
H 1.696 4.659 -1.335
H -5.002 1.688 -0.021
H -6.044 -2.876 0.622
H -3.525 -1.624 -2.358
H 1.188 2.425 2.099
H -4.420 1.325 -5.315
H 0.571 -5.251 0.921
H -0.237 -2.848 1.984
H 0.640 6.060 0.306
H -2.158 -2.526 2.791
H 0.681 -2.297 -2.081
H -0.667 2.848 -1.606
H -3.716 -1.783 3.143
H -3.343 1.888 4.629
H -1.090 5.334 1.699
H -6.230 2.985 1.665
H 1.082 -4.720 -1.517
H -5.399 3.109 3.991
H -5.846 -1.214 1.201
H -4.355 -1.038 -4.591
H 0.028 5.107 -1.739
H -1.596 5.202 0.006
H -2.869 2.535 -1.528
H -2.108 0.584 2.956
H -2.146 -3.523 -1.063
H 1.214 4.775 2.249
H -2.797 -4.626 0.154
H -2.015 2.932 0.484
H 2.128 2.438 0.628
H -3.663 3.105 -3.778
```

Results
* E: -197176.53135 eV
* highest occupied orbital energy (alpha / beta): -9.779 / -10.126 eV
* 2S+1: 2
* relative energy (zero: lowest compared OMol25 entry of this formula, charge and spin): 0.000 eV
* Kohn-Sham gap (alpha / beta): 5.90 / 5.40 eV
* charge: +1
* LUMO level (alpha / beta): -3.884 / -4.730 eV

Mulliken atomic charge list, values in e, 2 entries: number 1, Ir, carries 0.6271; number 2, Sb, carries 0.7589

***

Number 1 is which compound? C24H36F6N6O30